{
  "formula": "C19H16BrF5MoN2S2Si",
  "method": "wB97M-V/def2-TZVPD",
  "elements": ["Mo", "C", "Si", "C", "C", "C", "C", "C", "C", "N", "C", "S", "H", "H", "H", "H", "H", "H", "H", "H", "H", "H", "H", "H", "Br", "C", "C", "C", "N", "C", "C", "H", "H", "H", "H", "F", "C", "C", "F", "C", "F", "C", "S", "C", "F", "C", "F"],
  "xyz": [[-0.94292, -0.41096, -0.14202], [3.48521, 4.32572, 1.57580], [2.51155, 4.02863, 0.02890], [0.86802, 4.88318, 0.05734], [3.49772, 4.42203, -1.48761], [2.29627, 2.10770, -0.02585], [3.46693, 1.32817, -0.01660], [3.44605, -0.06033, -0.04228], [2.23294, -0.70711, -0.07535], [1.09643, 0.00921, -0.08693], [1.14031, 1.36222, -0.06629], [-0.55397, 1.89977, -0.10858], [3.71621, 5.38979, 1.66788], [4.43205, 3.78167, 1.56096], [2.92805, 4.02537, 2.46686], [1.03578, 5.96258, 0.09705], [0.28098, 4.61301, 0.93832], [0.27903, 4.67997, -0.84022], [3.73123, 5.48924, -1.51086], [2.94931, 4.17913, -2.40124], [4.44320, 3.87538, -1.49699], [4.42866, 1.82996, 0.01214], [4.35873, -0.63961, -0.03372], [2.14826, -1.78318, -0.08421], [-7.62842, 0.61163, 0.05982], [-5.79270, 0.40123, -0.01095], [-5.23206, -0.71045, -0.63056], [-3.86806, -0.83651, -0.65763], [-3.02666, 0.07365, -0.09446], [-3.59285, 1.15349, 0.49401], [-4.94863, 1.35033, 0.55308], [-5.84820, -1.46850, -1.09298], [-3.42207, -1.68634, -1.15502], [-2.92979, 1.87612, 0.94493], [-5.33944, 2.23376, 1.03771], [-0.21014, -8.32883, 0.22390], [-0.33441, -7.02908, 0.13624], [-1.51512, -6.48787, -0.36824], [-2.49472, -7.28135, -0.75003], [-1.64243, -5.12146, -0.45853], [-2.76097, -4.59072, -0.93032], [-0.59779, -4.29162, -0.03875], [-0.79083, -2.58831, -0.11998], [0.58214, -4.84939, 0.46171], [1.57372, -4.05561, 0.84527], [0.71726, -6.21390, 0.54902], [1.82615, -6.75183, 1.01527]],
  "forces_ev_per_a": [[0.0, -0.5, 0.1], [0.0, 0.0, 0.1], [0.1, -0.1, 0.0], [-0.2, 0.0, 0.0], [0.0, 0.0, -0.1], [0.0, 0.0, 0.0], [0.0, 0.0, 0.0], [0.1, 0.1, 0.0], [-0.2, 0.0, 0.0], [0.6, 0.2, -0.1], [0.0, -0.1, 0.0], [0.0, -0.2, 0.0], [0.0, 0.0, 0.0], [0.0, 0.0, 0.1], [0.1, 0.0, 0.0], [0.0, 0.0, 0.0], [0.0, 0.0, 0.0], [0.0, 0.0, 0.0], [0.0, 0.0, 0.0], [0.1, 0.0, 0.0], [0.0, 0.0, -0.1], [0.0, 0.0, 0.0], [0.0, 0.0, 0.0], [0.0, 0.0, 0.0], [-0.1, 0.0, 0.0], [0.0, 0.0, 0.0], [0.0, -0.1, -0.1], [0.1, 0.1, -0.1], [-0.5, 0.1, -0.1], [0.1, -0.1, 0.1], [0.0, 0.1, 0.0], [0.0, 0.0, 0.0], [0.1, 0.0, 0.0], [0.0, 0.0, 0.0], [0.0, 0.0, 0.0], [0.0, 0.1, 0.0], [0.0, -0.2, 0.0], [-0.1, -0.2, 0.0], [0.1, 0.1, 0.0], [0.0, 0.0, 0.0], [0.0, 0.1, 0.0], [0.2, 0.1, 0.0], [-0.4, 0.4, 0.1], [0.0, 0.0, 0.0], [0.0, 0.0, 0.0], [0.2, -0.1, 0.1], [-0.1, 0.0, 0.0]],
  "fmax_ha_per_bohr": 0.0122,
  "multiplicity": 3,
  "homo_ha": [-0.547, -0.557],
  "e_lumo_ev": [-9.20, -8.31],
  "charge": 2,
  "orbital_gap_ev": [5.7, 6.9]
}